# 1
ORCA calculation (ωB97M-V with the def2-TZVPD basis set) on one molecule with the formula C3H4ClNO.

The geometry in XYZ format:
```
10
Properties=species:S:1:pos:R:3:forces:R:3
C 0.979672 -0.177950 0.619875 -0.251 -0.598 0.265
C 1.290763 -1.362361 1.159111 3.352 2.002 2.659
C -0.296274 -0.215940 -0.143908 1.964 3.688 -0.007
N 2.554191 -1.214538 2.141913 -0.858 -1.562 -1.263
O 2.970934 -2.259284 2.548710 -0.506 1.081 -0.210
Cl 0.516561 -2.860063 1.242093 -0.281 0.038 -0.426
H 1.597595 0.788933 0.703416 -0.849 -2.048 0.189
H -0.148331 -0.804673 -0.951056 0.197 -2.225 -2.686
H -0.445919 0.769836 -0.557135 -0.671 0.367 -0.006
H -1.089524 -0.550534 0.406016 -2.097 -0.743 1.485
```
Positions in Å, forces in eV/Å.

The charge is 0. Its SMILES is C/C=C(\Cl)N=O. As for the multiplicity: 1. The calculation puts the frontier orbital gap at 8.966 eV. As for the HOMO energy: -0.3380 Ha.

Atomic partial charges in e from the Mulliken method, atoms 1 to 6: atom 1 (C): 0.07, atom 2 (C): 0.16, atom 3 (C): -1.34, atom 4 (N): 0.11, atom 5 (O): -0.32, atom 6 (Cl): -0.13

=====

# 2
ORCA calculation (ωB97M-V with the def2-TZVPD basis set) on one molecule with the formula C6H11N2O3P.

The geometry in XYZ format:
```
23
Properties=species:S:1:pos:R:3:forces:R:3
C -0.361080 1.901631 2.076694 1.218 -2.271 -0.205
C -1.079276 1.221206 1.079715 0.278 0.731 1.540
C 0.872583 1.488145 2.670626 0.700 0.779 -1.121
C -2.326839 1.836073 0.540588 -1.702 -0.914 1.093
C 1.012246 -1.403763 -2.478296 2.243 -3.316 2.103
C 1.824083 -0.656374 -1.433501 -2.545 1.359 0.703
N -0.858909 0.065100 0.490864 4.864 -2.658 0.374
N 1.598171 0.368431 2.095576 -2.068 -1.204 -1.678
O 1.526004 2.109289 3.501186 -0.525 -0.423 0.214
O 0.524079 -2.077670 1.800526 0.029 -0.134 1.356
O 1.786354 -1.280187 -0.087639 -0.720 0.266 -0.248
P 0.876731 -0.736960 1.045445 -4.252 3.348 0.636
H -0.591622 2.770930 2.589404 -1.409 1.755 0.198
H -2.498767 1.382480 -0.420755 -0.550 -0.156 -0.235
H -2.141641 2.845280 0.403984 0.363 2.174 -0.418
H -3.258563 1.820119 1.214583 1.481 -0.488 -0.876
H 0.961816 -2.541177 -2.336739 0.673 1.219 0.624
H 0.012570 -1.211075 -2.302822 -2.140 1.281 -1.008
H 1.586843 -1.433188 -3.370922 -0.520 1.049 -1.467
H 1.451878 0.434169 -1.423501 0.353 -1.621 0.479
H 2.838386 -0.593446 -1.518624 2.668 -0.076 -1.187
H 2.393233 0.193265 2.652403 1.247 -0.452 0.429
H 0.218838 -1.899147 2.731378 0.311 -0.248 -1.306
```
Positions in Å, forces in eV/Å.

The charge is 0. Its SMILES is CCO[P@]1(O)=NC(C)=CC(=O)N1. As for the multiplicity: 1. The calculation puts the frontier orbital gap at 7.992 eV. As for the HOMO energy: -0.2796 Ha.

Atomic partial charges in e from the Mulliken method, atoms 1 to 6: atom 1 (C): -0.56, atom 2 (C): 1.08, atom 3 (C): 0.23, atom 4 (C): -1.21, atom 5 (C): -1.23, atom 6 (C): -0.24

=====

# 3
ORCA calculation (ωB97M-V with the def2-TZVPD basis set) on C27H27BrIrN7O2SSe2 as an isolated structure.

The geometry in XYZ format:
```
68
Properties=species:S:1:pos:R:3:forces:R:3
Ir -0.336908 -0.933627 -1.872175 0.085 1.014 -0.231
O 2.014709 3.363860 0.186013 0.616 -0.273 2.136
C 2.354586 3.144634 1.360599 -0.721 0.464 -2.376
C 2.764875 4.219150 2.242730 0.463 0.847 1.132
C 3.143763 3.956504 3.528194 -0.042 0.960 -0.578
C 3.132291 2.638556 4.008979 -0.143 -0.327 -0.376
C 2.731378 1.562838 3.186275 -0.126 -0.336 -0.153
C 2.344275 1.782587 1.898506 0.157 -1.422 0.305
C 1.973956 0.648787 0.967882 -0.354 -0.405 -0.607
O 2.867476 0.534070 -0.099395 0.124 0.535 0.866
N 0.600482 0.887452 0.478342 0.221 0.143 0.586
N -0.184016 -0.244966 0.190400 -0.269 -0.327 -0.066
C -1.158702 -0.456840 1.019808 -0.090 0.136 0.274
C -2.331496 -1.256926 0.812339 0.219 -0.170 -0.684
Br -2.574801 -1.885427 -0.994010 -1.540 -0.698 1.039
C -3.332021 -1.485807 1.691501 0.127 0.088 0.078
C -3.323784 -1.204999 3.111346 0.013 -0.032 0.041
C -4.548988 -0.900199 3.721689 0.068 0.002 0.006
C -4.595339 -0.595337 5.068393 0.020 -0.001 0.033
C -3.431975 -0.638242 5.827999 0.003 0.007 0.019
C -2.219434 -0.992048 5.244923 -0.031 0.036 0.018
C -2.160072 -1.272168 3.893268 -0.067 0.024 -0.013
H 2.834770 1.378922 -0.577440 -0.053 -0.241 -0.415
H 2.770530 5.221343 1.834264 -0.006 0.054 -0.018
H 3.461101 4.760382 4.178583 0.000 0.013 0.005
H 3.443350 2.438214 5.025899 0.031 -0.009 0.094
H 2.755699 0.556378 3.587334 -0.010 0.039 -0.018
H 2.019770 -0.300402 1.511533 0.080 0.066 0.040
H 0.107428 1.488827 1.131045 -0.215 0.097 -0.053
H -1.165384 0.089137 1.961638 -0.015 0.086 0.034
H -4.251257 -1.912971 1.299807 0.052 0.028 -0.036
H -5.457651 -0.889596 3.132384 0.012 -0.005 -0.010
H -5.538529 -0.344752 5.533540 0.000 -0.004 0.006
H -3.475596 -0.426415 6.887945 -0.005 -0.004 0.001
H -1.331422 -1.077976 5.856011 -0.003 -0.013 0.020
H -1.231446 -1.624483 3.460356 -0.011 -0.022 -0.023
N 0.165059 -3.010981 -1.667540 0.012 -0.231 0.064
N -0.233139 -3.803837 -2.773483 -0.047 -0.186 0.084
C -0.703491 -3.248595 -3.902888 0.015 0.465 0.058
N -1.006005 -4.042089 -4.913036 -0.036 -0.303 -0.203
S -0.890939 -1.558233 -4.045176 -0.107 -0.274 -0.169
H 1.167372 -3.152355 -1.537193 -0.040 0.032 -0.042
H -0.314105 -3.375894 -0.843034 -0.013 -0.029 -0.085
H -0.093732 -4.802010 -2.687891 -0.017 0.040 -0.040
H -0.884470 -5.044281 -4.888619 0.002 0.057 0.010
H -1.375579 -3.648163 -5.766150 0.019 0.022 0.079
Se 1.185674 1.097691 -4.571289 0.126 0.142 0.132
Se 1.469080 2.365042 -2.641646 -0.209 -0.062 -0.370
C -0.369785 2.227487 -2.117714 -0.257 -0.009 0.137
C -0.991828 3.452605 -1.916009 0.050 0.065 0.053
C -2.366278 3.533721 -1.798599 -0.051 -0.062 -0.024
C -3.092039 2.365587 -1.967451 -0.016 0.155 0.053
C -2.410935 1.180308 -2.120941 0.177 0.079 -0.034
N -1.061438 1.067902 -2.115191 -0.221 0.182 -0.244
C 2.139536 -0.345735 -3.754961 0.394 -0.558 0.375
C 3.342681 -0.746428 -4.319992 0.001 0.082 -0.248
C 4.199578 -1.569173 -3.611312 -0.060 -0.024 0.117
C 3.850563 -1.911602 -2.309982 0.132 -0.125 -0.063
C 2.627837 -1.504059 -1.828372 -0.129 0.112 -0.576
N 1.738171 -0.797587 -2.557027 1.625 0.319 -0.074
H -0.380474 4.344555 -1.916099 -0.034 0.027 -0.037
H -2.855930 4.487861 -1.656811 -0.001 -0.004 0.006
H -4.172470 2.359552 -1.988327 0.002 0.015 -0.005
H -2.973882 0.279163 -2.276908 0.040 -0.149 0.042
H 3.617131 -0.355406 -5.290280 0.049 -0.055 -0.019
H 5.140810 -1.887125 -4.039465 0.000 0.025 0.006
H 4.516715 -2.469894 -1.667421 0.046 -0.026 -0.047
H 2.344692 -1.716483 -0.805692 -0.040 -0.069 -0.011
```
Positions in Å, forces in eV/Å.

The charge is +3. As for the multiplicity: 2. The calculation puts the frontier orbital gap (alpha / beta) at 1.256 / 3.213 eV. The expectation value of S² is 0.7559. As for the HOMO energy (alpha / beta): -0.4930 / -0.5663 Ha.

Atomic partial charges in e from the Mulliken method, atoms 1 to 6: atom 1 (Ir): 1.46, atom 2 (O): -0.35, atom 3 (C): 0.56, atom 4 (C): -0.32, atom 5 (C): -0.71, atom 6 (C): -0.33

=====

# 4
ORCA calculation (ωB97M-V with the def2-TZVPD basis set) on a 2-piece molecular cluster, CF3N overall.

The geometry in XYZ format:
```
5
Properties=species:S:1:pos:R:3:forces:R:3
C 0.723441 0.279456 0.939618 -0.193 -0.231 0.154
N -0.746480 -0.359906 -1.551859 0.198 -1.290 0.531
F 1.555356 -0.529357 1.551838 -0.714 0.200 -0.217
F -0.480572 -0.216883 1.134454 0.935 0.051 0.309
F -0.939818 0.711178 -2.207746 -0.225 1.270 -0.777
```
Positions in Å, forces in eV/Å.

The charge is 0. As for the multiplicity: 1. The calculation puts the frontier orbital gap (alpha / beta) at 9.826 / 9.693 eV. As for the HOMO energy (alpha / beta): -0.3844 / -0.3871 Ha.

Need the Mulliken charges? In units of e they are: atom 1 (C): 0.16, atom 2 (N): 0.02, atom 3 (F): -0.09, atom 4 (F): -0.07, atom 5 (F): -0.02

=====

Repeat the first record exactly.
ORCA calculation (ωB97M-V with the def2-TZVPD basis set) on one molecule with the formula C3H4ClNO.

The geometry in XYZ format:
```
10
Properties=species:S:1:pos:R:3:forces:R:3
C 0.979672 -0.177950 0.619875 -0.251 -0.598 0.265
C 1.290763 -1.362361 1.159111 3.352 2.002 2.659
C -0.296274 -0.215940 -0.143908 1.964 3.688 -0.007
N 2.554191 -1.214538 2.141913 -0.858 -1.562 -1.263
O 2.970934 -2.259284 2.548710 -0.506 1.081 -0.210
Cl 0.516561 -2.860063 1.242093 -0.281 0.038 -0.426
H 1.597595 0.788933 0.703416 -0.849 -2.048 0.189
H -0.148331 -0.804673 -0.951056 0.197 -2.225 -2.686
H -0.445919 0.769836 -0.557135 -0.671 0.367 -0.006
H -1.089524 -0.550534 0.406016 -2.097 -0.743 1.485
```
Positions in Å, forces in eV/Å.

The charge is 0. Its SMILES is C/C=C(\Cl)N=O. As for the multiplicity: 1. The calculation puts the frontier orbital gap at 8.966 eV. As for the HOMO energy: -0.3380 Ha.

Atomic partial charges in e from the Mulliken method, atoms 1 to 6: atom 1 (C): 0.07, atom 2 (C): 0.16, atom 3 (C): -1.34, atom 4 (N): 0.11, atom 5 (O): -0.32, atom 6 (Cl): -0.13

=====

- Look up the charge of the fourth one.
  0